Computed, not measured: one molecule with the formula C19H17FN2O2S at a distorted geometry, with the ωB97M-V functional and the def2-TZVPD basis.

Geometry as ORCA input:
```
! RIJCOSX wB97M-V def2-TZVPD def2/J DEFGRID3
* xyz 0 1
S 1.506 2.020 -1.185
F 1.611 -5.590 3.691
O -0.669 5.073 -1.627
O -1.073 3.229 -0.408
N -0.632 0.517 -1.552
N 3.110 0.021 1.317
C -3.401 0.767 -2.340
C 1.820 -3.086 1.102
C 1.257 -4.597 2.852
C 2.190 -4.106 1.957
C -0.034 -4.102 2.908
C -0.496 3.907 -1.397
C -1.085 4.629 1.582
C -1.079 -1.553 -0.471
C 0.391 3.006 -2.229
C 0.527 -2.568 1.135
C -2.700 -0.546 -2.085
C -1.429 -0.529 -1.347
C 0.127 -1.491 0.218
C -2.755 0.050 -3.470
C 0.946 -0.370 0.015
C 0.503 0.610 -0.894
C -1.908 3.962 0.491
C 2.144 -0.173 0.729
C -0.394 -3.089 2.041
H -0.485 3.889 2.107
H -0.423 5.373 1.146
H -1.393 -2.681 2.082
H -3.377 -0.442 -4.202
H -1.733 -2.401 -0.341
H -2.593 3.220 0.908
H -3.315 -1.415 -1.889
H -1.747 5.118 2.291
H 2.536 -2.703 0.391
H -0.223 2.287 -2.775
H -2.468 4.711 -0.078
H -2.916 1.652 -1.957
H 1.001 3.604 -2.903
H -1.833 0.447 -3.866
H 3.186 -4.518 1.939
H -0.735 -4.507 3.621
H -4.478 0.782 -2.278
*
```

## Properties
- SMILES string: CCOC(=O)CSc1nc(C2CC2)cc(-c2ccc(F)cc2)c1C#N
- ΔE to the lowest compared entry with this formula, charge and spin: 32.8 kcal per mole
- Gap between HOMO and LUMO: 8.6 eV
- Energy: -40606.597 eV
- E_LUMO: -0.1 eV
- Max |F|: 0.022 Eh/bohr

And the Löwdin charges, in e, turn out to be: 1.032, 0.064, 0.116, -0.052, 0.108, 0.196, -0.095, -0.018, -0.270, 0.013, 0.002, -0.569, -0.055, 0.051, -0.326, -0.180, -0.216, -0.218, -0.111, -0.098, -0.176, -0.506, -0.210, -0.243, -0.017, 0.081, 0.078, 0.119, 0.101, 0.122, 0.124, 0.136, 0.078, 0.120, 0.074, 0.123, 0.090, 0.090, 0.096, 0.122, 0.120, 0.102